Entry 1:
# C32H37NP2ReS4

A molecular structure, C32H37NP2ReS4 (ωB97M-V/def2-TZVPD, the OMol25 dataset).

Output
- DFT total energy: -99286.734 eV
- HOMO energy (alpha / beta): -19.1 / -19.1 eV
- Orbital gap (alpha / beta): 5.90 / 5.40 eV
- <S²>: 0.76
- Total charge: +4
- Spin multiplicity: 2

```
77
Properties=species:S:1:pos:R:3:forces:R:3:mulliken_spin:R:1
C -3.5824 0.7284 2.8882 0.00 -0.03 0.01 -0.01
C -0.5461 -1.6255 -2.1916 -0.11 -0.10 0.16 0.01
C -3.8850 1.6663 -5.0270 -0.10 -0.01 -0.01 0.00
C -0.8163 0.7451 3.2285 0.01 -0.07 0.07 0.00
C -1.5394 1.5060 -4.5296 -0.07 -0.05 -0.05 0.00
C -1.3900 0.8166 1.9365 -0.04 0.11 0.29 -0.03
C 1.7323 1.7116 -2.4997 -0.01 -0.05 -0.13 0.00
C -2.1974 -3.5572 1.1927 -0.10 -0.04 -0.09 0.01
H -3.2239 0.8393 0.7808 0.04 0.02 -0.01 0.00
P -0.5572 0.1837 -2.3653 0.04 -0.22 0.12 0.01
H -1.2225 0.6212 5.3425 0.01 0.01 -0.01 0.00
H 3.1007 -0.3074 -5.5120 0.01 0.00 0.02 0.00
C 1.9253 -2.9124 3.8910 -0.03 -0.02 -0.02 0.01
C 2.2762 2.1123 1.0658 0.06 0.05 -0.09 0.02
H 2.7482 1.1433 0.9756 0.00 -0.04 -0.03 0.00
H -3.6680 0.6021 5.0360 -0.01 0.00 -0.02 0.00
H 0.3393 -4.1913 4.6166 0.01 0.01 0.05 0.00
H -4.6597 0.7501 2.7807 0.01 0.02 0.01 0.00
H 3.4699 -3.1684 1.3186 0.03 -0.02 -0.02 0.00
S -0.7956 -2.5964 3.2546 0.05 -0.25 0.01 -0.01
H -1.5325 -3.4294 -1.5370 0.12 0.00 -0.01 0.00
H 3.0405 5.3699 1.5438 0.00 0.00 -0.01 0.00
H -2.6291 -2.0687 -1.7504 -0.04 -0.06 -0.06 -0.01
H 3.4685 2.9429 -2.7402 -0.01 -0.01 -0.01 0.00
H -2.3360 2.5521 -6.2180 -0.01 0.00 0.01 0.00
H -2.3597 -4.3095 0.4209 0.03 0.02 -0.02 0.00
C 0.8951 2.2377 0.9155 0.13 0.18 0.20 -0.01
C 1.0608 4.6175 1.2055 0.02 0.01 -0.01 0.00
H 4.4207 -1.6596 3.0398 -0.03 -0.04 0.01 0.00
H 2.6535 -3.0203 4.6964 -0.01 -0.01 0.03 0.00
C -1.6335 -2.3517 -1.4170 -0.08 0.03 -0.02 0.02
C 2.4390 4.4887 1.3613 -0.02 0.02 0.00 0.00
P -0.1600 0.8509 0.6653 0.41 -0.18 -0.51 -0.01
C 2.9294 2.0753 -3.0978 0.00 0.01 0.00 0.00
H -0.3018 -4.4597 1.7983 -0.02 -0.04 -0.04 0.00
S 2.0837 -1.2006 3.2538 0.03 0.02 0.22 0.01
H 4.3451 1.6453 -4.6503 0.00 0.01 0.01 0.00
N -0.8794 0.9048 -0.8556 -0.11 0.16 0.04 0.00
C 2.7227 0.2438 -4.6613 0.06 0.07 0.02 0.00
C 3.0486 3.2410 1.2898 -0.05 -0.01 -0.01 0.00
C -2.7799 0.7941 1.7673 -0.07 -0.12 0.16 0.02
H -0.5131 1.7358 -4.7847 0.00 0.00 0.02 0.00
H 0.9987 -0.9899 -4.4699 0.00 0.05 -0.01 0.00
H 2.1722 -3.6171 3.0973 0.00 0.01 -0.01 0.00
C -2.5681 1.9640 -5.3404 0.06 0.00 0.00 0.00
C 3.4201 1.3469 -4.1744 -0.01 -0.04 -0.02 0.00
H -5.2333 0.6807 -3.6671 0.00 0.03 0.00 0.00
H -1.2969 1.8234 -1.0262 -0.12 -0.08 -0.01 0.00
H 0.4466 -1.9093 -1.8504 0.04 -0.06 0.02 0.00
H -1.6785 -4.8029 2.8743 -0.04 0.03 0.02 0.00
C -4.2016 0.9098 -3.8969 0.05 0.03 -0.07 0.00
H -0.6155 -1.9791 -3.2260 0.00 0.04 -0.02 0.00
H 0.5964 5.5930 1.2653 0.01 -0.01 0.00 0.00
H -4.6814 2.0282 -5.6648 0.01 -0.01 0.00 0.00
C -1.2121 -4.0514 2.2352 0.12 0.01 0.00 0.00
H 4.1213 3.1562 1.4057 -0.01 0.00 0.00 0.00
C 3.5092 -2.0979 1.1139 0.22 0.11 -0.09 0.02
C -1.6462 0.6431 4.3467 -0.01 0.00 -0.06 0.03
H -0.7979 3.6086 0.9073 0.02 -0.03 0.01 0.00
S -1.6390 -1.9988 0.3806 0.29 -0.08 -0.06 0.03
C -3.0177 0.6433 4.1708 -0.04 -0.01 0.03 0.00
C -1.8503 0.7423 -3.3986 -0.31 0.19 -0.04 0.00
C 1.5338 -0.1367 -4.0676 0.02 -0.07 0.07 0.00
H 3.9090 -0.2274 2.1561 0.03 0.00 -0.02 0.00
C 1.0384 0.5932 -2.9758 0.21 0.20 -0.09 0.00
H -3.4515 -0.1074 -2.1866 0.04 0.00 0.02 0.00
C -3.1914 0.4539 -3.0772 0.07 0.03 -0.02 0.00
H 1.3382 2.3149 -1.6927 -0.02 0.00 0.01 0.00
H 0.3248 -2.5818 5.3350 0.02 0.02 0.00 0.00
S 1.9525 -1.7295 0.2059 0.20 -0.61 -0.12 -0.06
C 0.2789 3.4949 0.9919 0.06 0.06 0.04 0.00
H -3.1592 -3.3172 1.6433 -0.03 -0.03 0.00 0.00
C 0.5191 -3.1339 4.4157 -0.06 0.01 0.01 0.00
H 4.3334 -1.9361 0.4175 -0.04 0.05 -0.02 0.00
Re 0.3435 -1.2668 1.5907 -0.67 0.69 0.25 0.95
C 3.6587 -1.2659 2.3644 -0.09 -0.10 -0.06 0.01
H 0.2552 0.8846 3.3688 -0.13 0.18 -0.01 -0.01
```
Positions in Å, forces in eV/Å.

***

Entry 2:
# C32H38AsBiI2N2OP

A molecular structure, C32H38AsBiI2N2OP (ωB97M-V/def2-TZVPD, the OMol25 dataset).

Output
- DFT total energy: -130970.589 eV
- HOMO energy: -15.8 eV
- Orbital gap: 5.35 eV
- Total charge: +3

```
78
Properties=species:S:1:pos:R:3:forces:R:3:mulliken_charge:R:1
H -1.1794 -4.2832 4.7710 0.00 0.00 0.00 0.48
C -2.3840 -2.3241 -0.2934 -0.10 -0.05 0.04 -1.61
H 1.3961 3.9283 -3.2667 0.02 0.00 -0.03 0.32
C -5.8167 0.8223 -1.6431 -0.01 0.00 0.01 -0.69
Bi 1.6105 -1.0348 -0.7563 0.25 -0.13 0.05 1.04
H -3.2605 -2.7018 0.2329 0.02 -0.03 -0.01 0.53
N 2.4451 3.0309 0.5112 -0.01 -0.01 0.01 0.11
H 0.6264 -0.6260 3.9271 -0.01 -0.04 0.00 0.62
C 4.9309 -2.3475 2.3361 0.01 -0.04 0.11 -0.93
C -5.1260 -0.3710 -1.8094 -0.02 0.05 -0.03 -0.66
H 0.1110 -0.4067 -5.7845 0.00 -0.01 0.00 0.53
C -5.1436 2.0321 -1.7242 0.00 -0.01 0.00 -0.59
H -1.9079 -0.1826 -0.3045 -0.03 -0.03 0.03 -0.55
H -0.9958 3.6443 2.0281 0.00 0.00 0.00 0.54
C -0.7594 -2.8683 3.2229 -0.01 -0.03 -0.02 -0.39
C -0.0605 -2.4660 -2.5338 -0.11 -0.07 -0.04 -1.23
H -0.9881 1.6297 0.6291 0.00 0.00 -0.01 0.32
C -3.0826 0.8554 -2.1205 -0.02 0.04 -0.01 0.84
H 5.8226 -1.7774 2.5700 0.03 -0.03 -0.02 0.48
C -3.7768 2.0483 -1.9692 0.02 -0.01 0.01 -0.77
H -5.6860 2.9612 -1.6139 0.00 0.00 0.00 0.43
N 1.6102 2.5980 -1.6803 -0.15 0.07 -0.11 0.13
C -0.6069 1.5752 1.6433 -0.01 0.01 0.03 -0.70
H 2.2965 2.6193 2.5709 0.05 -0.03 -0.06 0.29
H 2.5032 4.4961 -2.0374 -0.03 -0.02 0.01 0.40
C -1.1910 -1.7238 -2.9314 0.09 -0.10 0.05 0.47
C 0.8621 -4.8624 2.1254 -0.04 0.04 0.03 -0.98
H -6.8839 0.8053 -1.4688 0.00 0.00 0.00 0.43
H 0.7393 4.5445 -1.7599 -0.02 -0.02 -0.03 0.37
H -1.6537 -3.1347 -0.2433 -0.01 0.02 0.03 0.67
H 2.0706 -1.7615 -5.0941 -0.01 0.00 -0.02 0.51
H 3.9303 2.9751 1.9694 0.00 0.00 0.01 0.53
I 4.5370 -1.9046 0.2790 -0.07 0.00 -0.13 0.20
C -0.1739 2.6529 3.7474 -0.04 0.02 0.01 -0.85
H -5.6718 -1.3077 -1.7756 0.01 0.00 0.00 0.42
H 0.2587 -6.0425 3.8088 0.00 0.00 0.00 0.46
C 1.9973 2.2358 -0.4505 0.04 -0.03 0.19 0.69
C 0.7477 -3.6349 1.4953 0.03 -0.04 0.00 -0.07
H 3.3344 4.9139 0.0696 0.00 0.01 0.00 0.33
I 3.4020 -1.8178 3.6689 -0.02 0.04 0.04 0.24
H 1.2994 -3.4885 0.5670 -0.01 0.02 0.01 0.07
C 0.0789 -0.9720 -4.8612 -0.06 0.04 0.03 -0.76
H 1.5479 4.9124 0.0761 0.02 0.01 0.02 0.45
C 0.2952 0.3088 3.4992 0.06 0.03 0.00 -0.61
C 0.1721 -5.0861 3.3106 0.02 -0.03 -0.01 -0.62
As -2.9603 -2.1337 -2.1822 0.04 0.00 0.01 0.25
C -0.1481 0.3647 2.1784 -0.10 0.02 0.02 1.13
C 1.2126 1.5360 -2.5984 0.02 0.07 -0.10 -1.03
C -0.6163 2.7136 2.4292 0.00 0.01 0.00 -0.68
P -0.2864 -1.0985 1.1645 0.17 -0.08 0.04 0.84
H 1.4791 -5.6409 1.6983 0.00 0.00 -0.01 0.49
H -1.4112 -2.1127 3.6450 0.01 0.02 0.00 0.54
H 2.4318 4.7973 1.5803 0.00 0.02 -0.01 0.41
H 1.0073 1.9662 -3.5729 -0.05 0.04 0.00 0.41
C -1.9142 -1.0369 0.3808 0.02 0.15 0.04 0.60
H 1.9172 -3.1662 -3.0709 0.02 0.02 0.04 0.67
C 0.2797 1.4548 4.2804 -0.01 -0.03 0.00 -0.87
C -1.0917 -0.9833 -4.1095 0.07 0.08 -0.07 -0.43
C 1.1060 -2.4901 -3.3238 -0.04 -0.07 -0.10 -0.50
H 5.1032 -3.4162 2.3732 0.02 0.00 0.00 0.48
H -0.2040 3.5396 4.3667 0.00 0.01 0.00 0.45
H 0.2910 1.0247 -2.2871 0.01 -0.01 0.04 0.20
H -1.9576 -0.4510 -4.4848 -0.01 0.04 0.03 0.54
O 1.9310 0.9631 -0.1515 -0.04 0.19 0.01 -0.48
C -0.0519 -2.6293 2.0415 -0.04 -0.06 0.02 0.74
H 3.1938 1.3992 1.6449 0.02 -0.05 -0.02 0.23
C -3.7516 -0.3653 -2.0410 -0.06 -0.01 -0.02 0.13
H 0.6024 1.4065 5.3116 0.01 0.00 0.01 0.48
H -3.2568 2.9937 -2.0584 0.00 0.01 0.00 0.48
H -0.1588 -3.1978 -1.7311 0.02 0.02 -0.03 0.81
H 2.0246 0.8195 -2.7595 0.00 0.03 -0.03 0.42
C 2.9979 2.4575 1.7499 -0.05 0.04 -0.01 -1.11
C 2.4392 4.5043 0.5335 -0.02 -0.01 0.04 -1.19
H -2.0174 0.8914 -2.3278 0.01 -0.03 -0.05 -0.15
H -2.5756 -0.7333 1.1999 -0.04 -0.04 -0.03 0.69
C -0.6360 -4.0959 3.8549 -0.01 0.02 0.02 -0.86
C 1.5601 3.9817 -2.1966 0.10 -0.05 -0.07 -1.03
C 1.1842 -1.7268 -4.4751 0.03 0.01 0.03 -0.55
```
Positions in Å, forces in eV/Å.